1.
# C4H13N3

An isolated ion of composition C4H13N3 and charge +1 in a non-equilibrium geometry (the ωB97M-V functional and the def2-TZVPD basis, the OMol25 dataset).

Output
- 2S+1 = 2
- gap between HOMO and LUMO (alpha / beta) (eV) = 10.6 / 5.7
- LUMO (alpha / beta) (eV) = -3.21 / -7.92
- <S²> = 0.7564
- HOMO level (alpha / beta) (hartree) = -0.509 / -0.502
- charge = +1

Positions of all 20 atoms, in Å:
C 0.45310 -0.75662 0.14611
N 0.65691 0.62594 0.45093
C 1.87525 1.32397 0.31601
N 2.04797 2.66391 -0.19996
C -1.14568 -1.26441 0.13712
C -1.87533 -0.11695 -0.49014
N -1.60258 -2.55144 -0.32129
H 0.81248 -1.67396 0.69016
H 1.08356 -0.89218 -0.83921
H 0.16413 1.01733 1.34166
H 2.70688 0.82754 -0.22719
H 2.16351 1.43310 1.37009
H 1.50540 2.72244 -1.11933
H 1.59558 3.41443 0.35271
H -1.07886 -1.19734 1.16230
H -1.65925 0.90390 -0.30856
H -1.84437 -0.28122 -1.63225
H -3.01361 -0.22366 -0.23153
H -0.80225 -2.87209 -0.94588
H -2.04286 -3.10270 0.34826



2.
# C4H13N3

An isolated ion of composition C4H13N3 and charge +1 in a non-equilibrium geometry (the ωB97M-V functional and the def2-TZVPD basis, the OMol25 dataset).

Output
- 2S+1 = 2
- gap between HOMO and LUMO (alpha / beta) (eV) = 10.5 / 4.0
- LUMO (alpha / beta) (eV) = -2.96 / -8.88
- <S²> = 0.7553
- HOMO level (alpha / beta) (hartree) = -0.493 / -0.474
- charge = +1

Positions of all 20 atoms, in Å:
C 0.60382 0.70483 -0.44224
C 0.34725 1.03666 1.00856
C -1.12438 1.08026 1.37655
N -2.02800 2.06096 0.82564
N 0.02220 -0.59038 -0.80890
C 1.04611 -1.67035 -0.88094
N 0.50521 -2.91505 -1.30573
H 0.18811 1.53930 -1.02059
H 1.66894 0.66595 -0.67472
H 0.92690 0.35734 1.65059
H 0.72169 1.99093 1.36261
H -1.57965 0.16009 0.95218
H -1.29605 1.04192 2.46254
H -2.12323 2.01799 -0.18859
H -1.73006 3.03908 0.85035
H -0.20608 -0.57130 -1.80893
H 1.49516 -1.82295 0.11614
H 1.88113 -1.30828 -1.50691
H -0.43152 -3.17989 -1.03326
H 1.11246 -3.63712 -0.93435



3.
# C4H13N3

A 2-piece molecular cluster, C4H13N3 overall in a non-equilibrium geometry (the ωB97M-V functional and the def2-TZVPD basis, the OMol25 dataset).

Output
- gap between HOMO and LUMO (eV) = 10.1
- LUMO (eV) = -8.28
- HOMO level (hartree) = -0.677
- charge = +2

Positions of all 20 atoms, in Å:
C 3.02094 0.75571 0.13511
C -2.04412 -2.43135 0.19483
C -1.12586 -1.48679 -0.56280
C -1.50231 -0.04282 -0.53220
N 4.12646 0.84515 0.67845
N -0.67736 0.78467 0.00230
N -1.21320 2.16507 0.10011
H 2.96371 -0.11712 -0.56131
H -2.46706 -1.99631 1.07635
H -2.91102 -2.48440 -0.46051
H -1.60825 -3.33068 0.49082
H -1.03137 -1.84783 -1.59331
H -0.04676 -1.36307 -0.13388
H 2.09912 1.29769 0.16452
H -2.51506 0.50209 -0.95846
H 4.78744 0.01973 0.52169
H 4.34115 1.52146 1.39701
H -1.35288 2.56154 1.08934
H -2.14256 1.97587 -0.45879
H -0.70102 2.67137 -0.58929



4.
# C4H13N3O

A 2-piece molecular cluster, C4H13N3O overall in a non-equilibrium geometry (the ωB97M-V functional and the def2-TZVPD basis, the OMol25 dataset).

Output
- gap between HOMO and LUMO (eV) = 8.4
- LUMO (eV) = 0.96
- SMILES = C=C(N)NN.COC
- HOMO level (hartree) = -0.272

Positions of all 21 atoms, in Å:
C -2.24718 1.96892 -0.28145
C -1.91963 0.73766 0.12714
N -2.49351 0.08120 1.20742
N -0.91354 -0.00106 -0.49182
N -1.07298 -1.40792 -0.54660
H -2.97582 2.55344 0.24828
H -1.78785 2.41210 -1.15178
H -2.37496 -0.92109 1.14672
H -3.42954 0.37284 1.43708
H -0.47080 0.43474 -1.28721
H -0.13575 -1.80403 -0.51376
H -1.50990 -1.68916 -1.42470
C 1.51327 -0.01164 1.01921
O 1.78894 -0.76982 -0.28204
C 3.10883 -0.61652 -0.71872
H 0.53720 -0.19440 1.45884
H 1.73523 1.04031 0.84067
H 2.23629 -0.43047 1.72597
H 3.31307 0.40898 -1.06149
H 3.82280 -0.84773 0.08971
H 3.27583 -1.31636 -1.54146



5.
# C4H13N3O

A 2-piece molecular cluster, C4H13N3O overall (the ωB97M-V functional and the def2-TZVPD basis, the OMol25 dataset).

Output
- gap between HOMO and LUMO (eV) = 9.6
- LUMO (eV) = 0.81
- SMILES = CNN(C)NC.C=O
- HOMO level (hartree) = -0.323

Positions of all 21 atoms, in Å:
C 0.13448 -1.79369 -0.84232
N -0.09748 -0.89417 0.28498
N -0.04457 0.49545 0.04124
C 1.25452 0.94924 -0.40521
N -1.12323 0.90610 -0.77980
C -1.76025 2.10267 -0.26940
H 0.02722 -2.81010 -0.47169
H -0.57480 -1.63050 -1.65936
H 1.15091 -1.66128 -1.21049
H -1.01718 -1.07989 0.68083
H 1.28228 2.03441 -0.31150
H 1.47376 0.68070 -1.44913
H 2.01373 0.52300 0.24440
H -0.84293 1.03020 -1.75462
H -1.11906 2.99271 -0.29948
H -2.65418 2.29112 -0.86185
H -2.04777 1.91496 0.76302
C 0.94457 -1.49644 2.01417
O 0.24878 -2.37910 2.46519
H 1.85713 -1.71566 1.42813
H 0.89409 -0.45973 2.39287



6.
# C4H13N3O

A 2-piece molecular cluster, C4H13N3O overall in a non-equilibrium geometry (the ωB97M-V functional and the def2-TZVPD basis, the OMol25 dataset).

Output
- gap between HOMO and LUMO (eV) = 9.9
- LUMO (eV) = 0.69
- SMILES = N/C=N\CCCN.O
- HOMO level (hartree) = -0.339

Positions of all 21 atoms, in Å:
N -0.58891 1.06188 -0.67409
C 0.60949 1.09689 0.04083
N 1.17086 0.23595 0.77678
C 0.45190 -1.00808 1.09757
C 1.08958 -2.25263 0.55032
C 1.33708 -2.24671 -0.96833
N 0.13169 -2.25666 -1.78223
H -0.49880 1.32993 -1.64828
H -1.20797 0.29623 -0.47223
H 1.10663 2.05175 -0.06026
H 0.56707 -1.01595 2.18358
H -0.62933 -0.93543 1.01104
H 0.50957 -3.16812 0.74833
H 2.03866 -2.50466 1.02872
H 1.98223 -3.10425 -1.15280
H 1.94462 -1.36205 -1.13799
H -0.26733 -1.32414 -1.79937
H -0.50959 -2.94450 -1.41086
O -2.86946 6.25334 1.36891
H -2.61575 5.72842 0.60970
H -3.75226 6.06880 1.69064



7.
# C4H13N3O

A 2-piece molecular cluster, C4H13N3O overall in a non-equilibrium geometry (the ωB97M-V functional and the def2-TZVPD basis, the OMol25 dataset).

Output
- gap between HOMO and LUMO (eV) = 9.7
- LUMO (eV) = 0.97
- SMILES = [H]/N=C/NC.CNCO
- HOMO level (hartree) = -0.320

Positions of all 21 atoms, in Å:
H -1.97788 0.74019 2.27284
N -2.06863 1.11249 1.31191
C -0.91312 1.58974 0.95300
N -0.69366 2.21781 -0.23928
C 0.52760 2.95704 -0.56743
H -0.03376 1.53282 1.59772
H -1.48610 2.45813 -0.74009
H 0.35524 3.94474 -1.01346
H 1.15397 3.07655 0.35289
H 1.14459 2.48760 -1.40358
C -0.26193 -3.24171 0.11364
N -0.01955 -1.78816 0.15699
C 1.10482 -1.35669 -0.59221
O 0.99924 0.01985 -0.91201
H -0.57424 -3.44450 -0.90420
H -1.09239 -3.50154 0.78157
H 0.59908 -3.90148 0.36887
H 0.10533 -1.54550 1.13963
H 2.04536 -1.54109 -0.04204
H 1.05095 -1.92871 -1.55531
H 0.03506 0.11240 -1.07945



8.
# C4H13N3O

A single C4H13N3O molecule in a non-equilibrium geometry (the ωB97M-V functional and the def2-TZVPD basis, the OMol25 dataset).

Output
- gap between HOMO and LUMO (eV) = 9.7
- LUMO (eV) = 0.86
- SMILES = CC[C@](C)(O)N(N)N
- HOMO level (hartree) = -0.325

Positions of all 21 atoms, in Å:
C 0.25076 1.20218 -2.16034
C 0.79311 0.22081 -1.03098
C -0.22611 -0.02422 0.06363
C -1.39111 -0.89217 -0.41823
O -0.69536 1.18309 0.64194
N 0.52088 -0.80669 1.15442
N -0.23718 -1.00862 2.34012
N 1.75965 -0.22162 1.49963
H 1.01051 1.27385 -2.93419
H -0.66921 0.83706 -2.61247
H 0.08795 2.19906 -1.75517
H 1.05000 -0.73393 -1.48483
H 1.68203 0.67353 -0.59618
H -2.14022 -0.98815 0.36625
H -1.87244 -0.44488 -1.28417
H -1.02592 -1.87861 -0.68924
H -1.19901 1.66100 -0.02277
H -0.70211 -0.14591 2.63268
H -0.92582 -1.73422 2.17898
H 2.29843 -0.93979 1.97284
H 1.63117 0.56822 2.13807



9.
# C4H13N3O

C4H13N3O as an isolated structure in a non-equilibrium geometry (the ωB97M-V functional and the def2-TZVPD basis, the OMol25 dataset).

Output
- 2S+1 = 2
- gap between HOMO and LUMO (alpha / beta) (eV) = 11.3 / 5.9
- LUMO (alpha / beta) (eV) = -3.08 / -8.48
- <S²> = 0.7545
- HOMO level (alpha / beta) (hartree) = -0.528 / -0.527
- charge = +1

Positions of all 21 atoms, in Å:
C 1.62550 -0.85882 0.04035
N 2.79541 -0.06386 -0.67175
C 0.40056 0.07559 -0.08881
C -0.08168 0.28250 -1.55184
O 0.84853 0.94293 -2.36275
N -0.67744 -0.36831 0.74969
C -1.73642 0.56081 1.09599
N -2.78147 -0.17650 1.77427
H 2.21012 -0.73639 -1.23783
H 1.26557 -1.88457 -0.14371
H 1.89542 -0.86389 1.09842
H 3.56965 -0.44711 -0.15097
H 0.74409 1.06805 0.26490
H -0.24584 -0.70835 -1.99432
H -1.02667 0.81900 -1.57960
H 1.70335 0.95686 -1.91793
H -0.32736 -0.75543 1.63080
H -1.35012 1.37101 1.72145
H -2.08722 1.01955 0.16279
H -3.26223 -0.70816 1.04948
H -3.48174 0.47509 2.11136



10.
# C4H13N3O

A 2-piece molecular cluster, C4H13N3O overall in a non-equilibrium geometry (the ωB97M-V functional and the def2-TZVPD basis, the OMol25 dataset).

Output
- 2S+1 = 2
- gap between HOMO and LUMO (alpha / beta) (eV) = 9.7 / 5.1
- LUMO (alpha / beta) (eV) = -3.98 / -8.53
- <S²> = 0.7626
- HOMO level (alpha / beta) (hartree) = -0.502 / -0.502
- charge = +1

Positions of all 21 atoms, in Å:
C -1.76082 -0.59724 0.13739
C -1.70426 -1.50288 1.15201
N -1.72588 -1.14932 2.53921
N -1.72702 -0.87624 -1.25761
H -1.79969 0.44683 0.38764
H -1.68542 -2.58703 0.96900
H -0.98121 -1.62510 3.04252
H -2.58836 -1.46408 2.98017
H -0.77358 -0.80444 -1.64399
H -2.28138 -0.19389 -1.73965
C 1.16754 1.59166 -0.70356
O 1.94465 2.74764 -0.35430
C 2.09566 0.40775 -0.59671
N 1.32786 -0.83495 -0.86371
H 0.30978 1.45184 -0.04613
H 0.78203 1.66992 -1.72525
H 1.35773 3.53182 -0.34032
H 2.87760 0.48496 -1.32799
H 2.55232 0.43320 0.42114
H 0.77924 -1.05286 -0.02545
H 1.98033 -1.64449 -0.97725



11.
# C4H13N3S

A 2-piece molecular cluster, C4H13N3S overall in a non-equilibrium geometry (the ωB97M-V functional and the def2-TZVPD basis, the OMol25 dataset).

Output
- 2S+1 = 2
- gap between HOMO and LUMO (alpha / beta) (eV) = 5.1 / 6.7
- LUMO (alpha / beta) (eV) = -8.58 / -6.96
- <S²> = 1.1350
- HOMO level (alpha / beta) (hartree) = -0.502 / -0.501
- charge = +1

Positions of all 21 atoms, in Å:
C 0.26848 -1.18280 -1.60630
N 0.16693 -2.55877 -1.08976
C 0.08874 -0.04899 -0.60938
C 0.87518 -0.43659 0.70952
S -0.29613 -1.34490 1.92043
N 0.43360 1.12473 -1.28566
C -0.60099 1.72642 -2.09807
N 0.12807 1.39138 3.75783
H 1.30838 -0.98811 -1.73113
H -0.31908 -0.90556 -2.54402
H 0.01328 -2.55159 -0.10504
H -0.69837 -2.99740 -1.39853
H -0.90277 0.02487 -0.22394
H 1.82618 -0.93603 0.44438
H 1.12919 0.55151 1.16249
H 0.32661 0.48644 4.31511
H -1.46728 2.05868 -1.31304
H -0.19165 2.70810 -2.56501
H -1.09173 1.10624 -2.92702
H -0.40769 0.96561 2.88131
H -0.58894 1.80676 4.30584



12.
# C4H13N4

A 2-piece molecular cluster, C4H13N4 overall in a non-equilibrium geometry (the ωB97M-V functional and the def2-TZVPD basis, the OMol25 dataset).

Output
- gap between HOMO and LUMO (eV) = 8.9
- LUMO (eV) = -2.88
- HOMO level (hartree) = -0.435
- charge = +1

Positions of all 21 atoms, in Å:
C 2.15707 -0.30125 0.77715
C 1.33773 -1.01025 1.53941
N 1.27347 -0.85479 2.95492
N 2.26566 -0.49677 -0.65686
H 2.90809 0.35587 1.19700
H 0.60395 -1.70451 1.13870
H 0.68647 -1.57986 3.34548
H 0.86074 0.02435 3.22793
H 2.75151 -1.35174 -0.91013
H 2.86285 0.24780 -0.97982
C -2.91431 1.22049 -0.17334
N -1.56334 0.71363 -0.48684
C -1.26119 0.29104 -1.69156
N -0.11299 -0.19132 -2.08090
H -2.80972 2.25602 0.14844
H -3.37850 0.59638 0.58092
H -3.50380 1.26322 -1.08463
H -0.81709 0.95700 0.15071
H -2.04941 0.30281 -2.43670
H 0.75428 -0.28683 -1.50870
H -0.05149 -0.45129 -3.05119